[1]
Below is a 2-piece molecular cluster, C9H23N3OP overall, with properties calculated with ωB97M-V/def2-TZVPD.

Each line ends with the Löwdin charge.
Atoms and positions in Å:
C1 0.389282 -2.139286 -2.158319  0.14
C2 0.879293 1.815368 0.625696  -0.19
C3 0.708843 -0.362055 1.562497  -0.20
C4 2.003217 1.351167 -0.304966  -0.10
C5 1.847523 -0.871661 0.672398  -0.13
C6 -2.566186 -1.969417 0.363119  -0.13
C7 -3.040750 0.138095 1.517930  -0.10
C8 3.895722 -0.185549 -0.482990  0.01
C9 -2.509834 1.770509 -1.761279  -0.12
N1 -0.011936 0.729427 0.947486  -0.26
N2 -2.298005 -0.554763 0.487855  -0.40
N3 2.759953 0.253793 0.341667  -0.15
O1 -1.572716 1.631173 -0.701250  -0.38
P1 -1.029515 0.133466 -0.345074  0.92
H1 0.256401 -1.714690 -3.166317  -0.06
H2 -0.320407 -2.978680 -2.090914  -0.07
H3 1.299052 2.217676 1.556428  0.13
H4 0.303813 2.606544 0.143928  0.12
H5 0.009477 -1.183045 1.736360  0.12
H6 1.094868 -0.030584 2.534566  0.13
H7 1.566759 0.962287 -1.228217  0.13
H8 2.683418 2.172599 -0.539300  0.14
H9 2.415716 -1.645985 1.188236  0.14
H10 1.434086 -1.281154 -0.264975  0.04
H11 -3.617640 -2.139630 0.116094  0.09
H12 -1.947650 -2.373406 -0.437692  0.04
H13 -2.340515 -2.507128 1.289964  0.09
H14 -2.775462 1.192950 1.499062  0.08
H15 -4.114999 0.035568 1.341199  0.09
H16 -2.813233 -0.268458 2.508689  0.09
H17 3.524670 -0.570388 -1.431895  0.11
H18 4.566050 0.651779 -0.675520  0.11
H19 4.450110 -0.971980 0.027224  0.11
H20 -3.468610 1.319093 -1.499128  0.08
H21 -2.140680 1.307668 -2.679343  0.08
H22 -2.643775 2.839566 -1.924096  0.09
H23 3.123665 0.619149 1.230866  0.19

Forces on atoms 1 to 2 (eV/Å):
C 0.4865 0.2510 0.3473
C 0.1002 0.1843 -0.1836

Output
HOMO-LUMO gap (spin up / spin down) ... 7.89 / 7.89 eV
Strongest force on any atom ... 0.020 hartree/bohr
Charge ... +1
Energy relative to the best compared isomer or geometry (same formula, charge and spin) ... 3.6565 eV
E_LUMO (spin up / spin down) ... -3.67 / -3.67 eV

---

[2]
Below is a 5-piece molecular cluster, C9H24BO18PS4 overall, with properties calculated with ωB97M-V/def2-TZVPD.

Each line ends with the Löwdin charge.
Atoms and positions in Å:
O1 -0.057859 2.938178 -2.340931  -0.25
S1 -0.333677 2.198813 -3.527710  0.60
O2 -1.578405 1.550019 -3.693302  -0.20
O3 0.864254 1.171303 -3.741524  -0.19
C1 1.466406 1.360350 -5.032399  -0.14
C2 1.264988 2.836449 -5.314147  -0.15
O4 -0.052403 3.110482 -4.803866  -0.18
H1 0.944980 0.732427 -5.755899  0.14
H2 2.513439 1.075461 -4.984723  0.14
H3 1.296027 3.076487 -6.372553  0.14
H4 1.984737 3.453199 -4.772944  0.14
O5 4.363204 -2.346648 -3.206326  -0.22
S2 3.100312 -2.324836 -2.558839  0.59
O6 1.897291 -2.318482 -3.309589  -0.22
O7 3.095841 -1.104647 -1.525184  -0.19
C3 2.806827 -1.578574 -0.198985  -0.15
C4 3.341798 -2.992056 -0.176611  -0.14
O8 3.019374 -3.502793 -1.481864  -0.18
H5 1.726016 -1.560772 -0.048410  0.12
H6 3.283532 -0.934746 0.533501  0.12
H7 2.871095 -3.601643 0.589801  0.12
H8 4.426473 -3.014773 -0.053147  0.14
O9 -3.199757 -0.172940 1.905225  -0.26
S3 -4.441289 0.010293 2.567909  0.60
O10 -5.520776 -0.883322 2.360550  -0.21
O11 -4.920892 1.513206 2.319039  -0.18
C5 -5.125793 2.189651 3.567915  -0.15
C6 -4.141526 1.528285 4.511683  -0.15
O12 -4.188069 0.141961 4.141068  -0.18
H9 -6.157921 2.033350 3.885931  0.14
H10 -4.936933 3.251196 3.435835  0.14
H11 -4.419794 1.630536 5.556387  0.14
H12 -3.125675 1.898546 4.360573  0.13
O13 0.131725 -5.616249 1.617136  -0.21
S4 0.132380 -4.238517 1.950468  0.59
O14 1.145627 -3.678153 2.772294  -0.23
O15 -1.305503 -3.854460 2.527497  -0.18
C7 -1.886695 -2.784008 1.754822  -0.16
C8 -1.307315 -2.971231 0.367979  -0.14
O16 0.054285 -3.365257 0.612185  -0.21
H13 -1.583360 -1.834667 2.188367  0.11
H14 -2.968841 -2.865980 1.770651  0.13
H15 -1.320601 -2.058823 -0.221794  0.14
H16 -1.809575 -3.772082 -0.177440  0.14
C9 3.711127 1.778775 1.005552  -0.07
O17 2.336023 1.582485 1.325885  -0.03
B1 1.381720 2.297000 0.669487  -0.79
O18 1.713556 3.439799 -0.041297  0.09
P1 -0.506873 1.658037 0.647152  0.70
H17 4.273835 0.984725 1.492883  0.08
H18 3.850164 1.710033 -0.074669  0.09
H19 4.072223 2.752434 1.333746  0.09
H20 1.233834 3.388953 -0.884031  0.05
H21 -0.423784 1.085875 1.970253  -0.03
H22 -0.151109 0.782113 -0.474128  -0.03
H23 -0.976176 3.025841 0.521254  -0.03
H24 -1.862495 1.189398 0.509284  -0.11

Forces on atoms 1 to 2 (eV/Å):
O -0.0510 0.0578 0.0561
S 0.3211 -0.1768 -0.1432

Output
HOMO-LUMO gap ... 7.51 eV
Strongest force on any atom ... 0.019 hartree/bohr
Charge ... 0
E_LUMO ... 0.31 eV

---

[3]
Below is C9H24BrMnO3 as an isolated structure, with properties calculated with ωB97M-V/def2-TZVPD.

Each line ends with the Löwdin charge.
Atoms and positions in Å:
Mn1 1.022737 1.892828 3.756276  1.02
Br1 0.213897 0.236188 2.000076  0.12
C1 3.528967 2.845638 0.861346  -0.02
C2 2.223637 3.718298 1.112246  -0.41
C3 1.143207 3.423818 0.049646  -0.03
O1 1.665097 3.490028 2.391136  -0.18
H1 3.765577 2.561408 -0.164004  0.09
H2 3.539997 1.942798 1.471966  0.06
H3 4.437117 3.311188 1.244266  0.08
H4 2.553037 4.754988 1.182056  0.14
H5 0.532457 2.588148 0.391336  0.01
H6 1.598337 3.174418 -0.908864  0.09
H7 0.486217 4.276608 -0.121294  0.09
H8 1.599367 4.394708 2.705526  0.12
C4 -2.077243 1.063818 -1.327864  -0.06
C5 -3.327853 0.395778 -0.728854  -0.47
C6 -3.761983 -0.831792 -1.529244  -0.06
O2 -3.192963 -0.106292 0.605676  -0.07
H9 -1.165283 0.487398 -1.172404  0.06
H10 -1.831883 2.047168 -0.926714  0.07
H11 -2.314163 1.118168 -2.390414  0.08
H12 -4.135973 1.126518 -0.761684  0.13
H13 -3.869673 -0.571582 -2.582234  0.07
H14 -4.731543 -1.251172 -1.260584  0.08
H15 -3.057623 -1.657152 -1.425494  0.08
H16 -2.251693 -0.029322 0.777916  -0.02
C7 1.835187 -3.241102 -0.160474  -0.06
C8 0.338007 -3.325472 -0.363094  -0.46
C9 -0.143873 -4.682662 -0.884744  -0.05
O3 -0.270143 -3.355922 0.939356  -0.10
H17 2.424537 -3.088202 -1.064574  0.08
H18 2.199067 -4.163342 0.292476  0.09
H19 2.191097 -2.391422 0.422176  0.06
H20 -0.081583 -2.405132 -0.769314  0.12
H21 -0.015853 -4.832382 -1.956794  0.08
H22 -1.191193 -4.871902 -0.649384  0.08
H23 0.303067 -5.552862 -0.404004  0.08
H24 -0.180083 -2.492192 1.348576  0.00

Forces on atoms 1 to 2 (eV/Å):
Mn -0.3723 -0.8204 -2.5869
Br 0.6566 1.1165 1.6048

Output
HOMO-LUMO gap (spin up / spin down) ... 5.19 / 5.13 eV
Strongest force on any atom ... 0.077 hartree/bohr
Charge ... +1
Spin multiplicity ... 6
Energy relative to the best compared isomer or geometry (same formula, charge and spin) ... 1.4517 eV
E_LUMO (spin up / spin down) ... -6.76 / -6.83 eV

---

Values of total energy, in order: -25502.7730 -99878.6760 -117219.3500, all in eV.